DFT (ωB97M-V with the def2-TZVPD basis set) results for a gas-phase ion, C2H6NO2S (charge +1).

Structure (XYZ):
```
12
Properties=species:S:1:pos:R:3:nbo_charge:R:1
N -0.20366 0.84072 -1.57121 -0.71
C -0.73569 0.49657 -0.21925 -0.33
C 0.12996 -0.51053 0.48101 0.77
O 1.17127 -0.75403 -0.07809 -0.58
O -0.23187 -0.91322 1.68174 -0.60
S 0.83976 -2.08541 2.48343 0.35
H -1.03866 0.77243 -2.17540 0.46
H 0.43721 0.09967 -1.98663 0.48
H 0.52759 1.60662 -1.69226 0.48
H -0.78981 1.43651 0.42988 0.28
H -1.73895 0.04007 -0.41826 0.26
H 1.63285 -1.02941 3.06502 0.15
```

The calculation puts the highest occupied orbital energy at -13.53 eV. Its total energy is -18583.261 eV. Its net charge is +1. For the energy relative to the best compared isomer or geometry (same formula, charge and spin), the calculation gives 6.6 kJ/mol. For the maximum force, the calculation gives 2.7 eV/Å. Its spin multiplicity is 1.


DFT (ωB97M-V with the def2-TZVPD basis set) results for 2 unconnected molecules or ions with the total composition C2H2BrN.

Structure (XYZ):
```
6
Properties=species:S:1:pos:R:3:nbo_charge:R:1
C -0.30860 -1.04565 0.00594 0.21
C 0.05736 0.31665 -0.16710 -0.54
N -0.72355 -2.08835 0.06660 -0.26
Br 1.91432 0.97323 0.10138 0.06
H -0.28348 0.94756 -1.02875 0.28
H -0.65605 0.89656 1.02194 0.26
```

The calculation puts the highest occupied orbital energy at -10.69 eV. Its total energy is -73636.591 eV. For the energy relative to the best compared isomer or geometry (same formula, charge and spin), the calculation gives 152.6 kJ/mol. For the maximum force, the calculation gives 6.0 eV/Å. Its spin multiplicity is 1.


DFT (ωB97M-V with the def2-TZVPD basis set) results for C8H9NO in the gas phase.

Structure (XYZ):
```
19
Properties=species:S:1:pos:R:3:nbo_charge:R:1
C 0.31069 -1.70546 1.86580 0.15
C 0.51664 -0.45025 1.31602 -0.05
C 0.10603 0.32108 0.32150 -0.25
C 0.43303 1.70043 0.12724 0.55
C -0.41211 -0.61871 -0.74202 0.32
C 0.75604 2.49698 1.37040 -0.70
C 0.46539 -0.78085 -1.96892 -0.70
C -1.63719 -1.37275 -0.57063 -0.71
N 0.26106 -2.71719 2.44148 -0.29
O 0.43542 2.22178 -0.97748 -0.54
H 0.79281 1.90678 2.35168 0.23
H -0.00664 3.16263 1.41184 0.23
H 1.71161 2.99882 1.26496 0.24
H 1.50339 -1.25776 -1.76204 0.25
H 0.64617 0.24541 -2.39108 0.28
H -0.08754 -1.41197 -2.63544 0.22
H -2.36283 -0.68447 -0.14369 0.24
H -1.41361 -2.25081 0.19374 0.27
H -2.01837 -1.80367 -1.47337 0.24
```

The calculation puts the highest occupied orbital energy (alpha / beta) at -8.72 / -8.15 eV. Its total energy is -11974.726 eV. For the energy relative to the best compared isomer or geometry (same formula, charge and spin), the calculation gives 494.3 kJ/mol. For the maximum force, the calculation gives 3.7 eV/Å. Its spin multiplicity is 1.


DFT (ωB97M-V with the def2-TZVPD basis set) results for a molecular structure, C27H27F9O31PPd.

Structure (XYZ):
```
96
Properties=species:S:1:pos:R:3:lowdin_charge:R:1
Pd 1.28111 1.82093 2.94117 0.94
P 0.36612 0.73514 1.00858 0.06
O -0.21645 -0.04728 -0.17050 -0.31
O -0.31950 2.08017 1.56970 -0.40
O 1.89103 1.23028 0.97578 -0.39
O 0.43811 -0.02022 2.34600 -0.38
C -0.93779 -3.56798 -0.83886 -0.05
C 0.43572 -3.34007 -0.27906 -0.30
O 1.25605 -4.05083 -1.17785 0.15
C 0.50620 -5.02568 -1.73341 -0.54
O 0.90650 -5.88045 -2.44964 0.19
O -0.80417 -4.87098 -1.40315 0.10
F 0.54624 -3.81337 1.01019 0.06
H -1.01964 -2.82391 -1.63891 0.12
H -1.71403 -3.41499 -0.10017 0.12
H 0.69749 -2.28031 -0.28270 0.14
C -3.01955 0.14440 -2.26307 -0.05
C -4.41094 -0.44017 -2.50799 -0.31
O -4.13562 -1.79704 -2.65907 0.15
C -2.91993 -1.91206 -3.26656 -0.55
O -2.49002 -2.83703 -3.85340 0.20
O -2.23393 -0.75728 -3.04835 0.04
F -4.91655 0.04649 -3.68085 0.08
H -2.61084 0.06664 -1.25740 0.10
H -2.87007 1.16996 -2.59489 0.14
H -5.03042 -0.15537 -1.66101 0.15
C 4.63195 1.85106 -0.83734 -0.06
C 4.24083 3.26110 -0.40747 -0.32
O 3.90830 3.86005 -1.61318 0.11
C 4.55933 3.18957 -2.65202 -0.51
O 4.44500 3.43111 -3.80201 0.20
O 5.11275 2.06660 -2.15239 0.09
F 5.30634 3.95920 0.11318 0.06
H 3.74559 1.22003 -0.87182 0.09
H 5.32555 1.38352 -0.14321 0.14
H 3.36780 3.18646 0.25206 0.14
C -3.49596 3.37808 1.52754 -0.07
C -3.68347 3.42111 0.02165 -0.32
O -4.26139 4.68872 -0.18735 0.14
C -4.03870 5.47454 0.92370 -0.55
O -4.24454 6.63776 0.98766 0.19
O -3.53511 4.73719 1.91177 0.10
F -4.41732 2.40228 -0.45282 0.10
H -2.58690 2.89848 1.88730 0.11
H -4.30310 2.77410 1.95915 0.14
H -2.66424 3.43822 -0.38121 0.15
C -2.95298 -0.35880 2.23318 -0.04
C -2.96230 -1.27063 1.00465 -0.27
O -4.20696 -0.92278 0.41486 0.10
C -5.01394 -0.33120 1.32371 -0.57
O -6.18656 -0.21786 1.21819 0.19
O -4.27345 0.14654 2.33162 0.08
F -3.02679 -2.57606 1.42739 0.05
H -2.26485 0.46208 2.02693 0.10
H -2.65668 -0.89996 3.12796 0.14
H -2.06605 -1.17712 0.39455 0.12
C 2.88465 -1.97051 2.10464 -0.10
C 3.64004 -1.41115 0.91238 -0.28
O 3.96073 -2.61616 0.18922 0.13
C 3.91255 -3.66167 1.03352 -0.57
O 4.24557 -4.76016 0.74872 0.19
O 3.45286 -3.25125 2.23866 0.07
F 4.78902 -0.75218 1.22484 0.07
H 1.82288 -2.00261 1.85584 0.10
H 3.00960 -1.32939 2.97496 0.14
H 3.10685 -0.84098 0.15701 0.13
C 0.84870 3.07487 -1.32969 -0.07
C 0.16006 4.31928 -0.74171 -0.29
O -0.51377 4.84375 -1.86118 0.14
C 0.11460 4.41000 -2.98011 -0.55
O 0.00198 4.89700 -4.05897 0.19
O 1.03079 3.47306 -2.68554 0.09
F 1.12653 5.16660 -0.26099 0.07
H 0.12698 2.25857 -1.23452 0.11
H 1.76355 2.88159 -0.80468 0.08
H -0.51470 4.05722 0.07095 0.13
C 0.87332 -0.51522 -3.16551 -0.09
C 2.18879 -0.16322 -2.57517 -0.32
O 2.63880 0.81066 -3.47698 0.11
C 2.12998 0.46715 -4.71585 -0.51
O 2.62255 0.83798 -5.72626 0.20
O 1.08902 -0.38595 -4.55916 0.12
F 3.02125 -1.25754 -2.65891 0.08
H 0.05907 0.13115 -2.83362 0.12
H 0.55457 -1.48653 -2.78343 0.13
H 2.07271 0.23154 -1.56654 0.12
C 0.68501 -4.04856 4.38194 -0.03
C -0.04472 -2.78358 4.82610 -0.26
O -0.12939 -2.85290 6.23032 0.14
C 0.49891 -3.96484 6.65748 -0.58
O 0.66599 -4.26241 7.79503 0.17
O 0.93930 -4.68755 5.63116 0.09
F -1.36418 -2.83220 4.41277 0.04
H 1.55422 -3.79201 3.77347 0.12
H 0.12812 -4.75616 3.77020 0.14
H 0.36995 -1.84807 4.45892 0.15
```

The calculation puts the highest occupied orbital energy (alpha / beta) at -8.97 / -9.00 eV. Its expectation value of S² is 2.01. Its total energy is -129140.894 eV. Its net charge is -1. For the energy relative to the best compared isomer or geometry (same formula, charge and spin), the calculation gives 0.0 kJ/mol. For the maximum force, the calculation gives 2.5 eV/Å. Its spin multiplicity is 3.


DFT (ωB97M-V with the def2-TZVPD basis set) results for a molecular structure, C10H14BClN6Pd.

Structure (XYZ):
```
33
Properties=species:S:1:pos:R:3:nbo_charge:R:1
H -0.23828 2.43729 2.70007 0.26
N -0.08493 1.45549 0.86308 -0.38
B 0.58908 0.67697 -1.48933 0.55
N 0.46103 1.77359 -0.38650 -0.31
C 0.86203 3.05408 -0.34433 0.05
Pd -0.83185 -0.50178 1.33851 0.93
H 1.26630 3.47876 -1.24765 0.23
C 0.59675 3.56861 0.92513 -0.35
H 0.77342 4.57215 1.25983 0.24
C 0.04556 2.53369 1.67361 0.03
H 1.00693 1.10635 -2.52755 -0.02
C -1.35073 -2.31323 2.00820 -0.92
H -1.54780 -2.12325 3.07473 0.23
H -0.45274 -2.95092 1.91923 0.20
H -2.16314 -2.73788 1.41604 0.18
N -0.83133 0.00773 -1.55545 -0.32
N 1.49635 -0.40448 -0.86808 -0.35
N -1.51723 -0.40011 -0.42902 -0.34
N 1.12242 -0.92786 0.36577 -0.31
C -1.66260 -0.09695 -2.61753 0.00
C 2.73179 -0.84793 -1.18695 0.00
H -1.29164 0.29518 -3.58664 0.23
H 3.18698 -0.50137 -2.09992 0.22
C -2.81026 -0.70348 -2.18267 -0.35
C 3.13139 -1.71426 -0.19739 -0.35
C -2.69082 -0.93451 -0.85323 -0.02
C 2.10579 -1.73726 0.75039 0.01
H -3.69297 -0.94282 -2.83798 0.24
H 4.06971 -2.25718 -0.15850 0.23
H -3.35682 -1.43388 -0.13331 0.23
H 2.04339 -2.26835 1.68001 0.24
H -1.36239 1.15265 1.40289 0.39
Cl 0.39663 -0.31504 3.32452 -0.68
```

The calculation puts the highest occupied orbital energy (alpha / beta) at -5.53 / -8.66 eV. Its expectation value of S² is 2.01. Its total energy is -36212.224 eV. For the energy relative to the best compared isomer or geometry (same formula, charge and spin), the calculation gives 458.5 kJ/mol. For the maximum force, the calculation gives 5.6 eV/Å. Its spin multiplicity is 3.


DFT (ωB97M-V with the def2-TZVPD basis set) results for C5H9O5P in the gas phase.

Structure (XYZ):
```
20
Properties=species:S:1:pos:R:3:nbo_charge:R:1
C 0.00591 0.30873 -1.11810 0.55
C -0.32598 -0.88868 -0.24663 0.58
C -1.26890 0.73653 -1.81137 -0.71
C -0.19806 -2.20304 -0.93540 -0.72
C 1.96540 0.72756 1.68084 -0.25
O 1.10132 0.56804 -1.48754 -0.55
O -0.80925 -0.86199 0.88601 -0.57
O -1.69479 0.98983 2.85356 -1.03
O -0.53186 1.60219 0.49825 -1.10
O 0.74459 0.60781 2.40464 -0.82
P -0.66296 0.91239 1.77078 2.51
H -2.02352 1.10332 -1.13119 0.26
H -1.72297 -0.12922 -2.25507 0.22
H -0.94077 1.55154 -2.32848 0.25
H 0.92467 -2.35279 -0.92225 0.28
H -0.51659 -2.12277 -2.11491 0.25
H -0.85060 -2.93048 -0.51868 0.25
H 2.69354 0.09178 2.24220 0.20
H 2.25742 1.81614 1.84184 0.20
H 1.85340 0.47310 0.69149 0.19
```

The calculation puts the highest occupied orbital energy at -10.36 eV. Its total energy is -24857.324 eV. For the energy relative to the best compared isomer or geometry (same formula, charge and spin), the calculation gives 59.2 kJ/mol. For the maximum force, the calculation gives 4.2 eV/Å. Its spin multiplicity is 1.